A structure of composition C19H41BN6Si4SrTe, computed with wB97M-V/def2-TZVPD.

Summary:
**Energy above the lowest of the compared OMol25 structures with the same formula, charge and spin**: 2.372 eV
**Gap between HOMO and LUMO (spin up / spin down)**: 5.23 / 4.62 eV
**Total charge**: 0

Geometry (Å):
H  0.7309  3.4670  -2.4116
N  0.3050  1.8762  -3.7362
B  -0.0779  0.4136  -5.8340
N  0.2821  1.7791  -5.1258
C  0.6379  2.9711  -5.6599
Sr  0.2964  0.0576  -1.9032
H  0.7067  3.0640  -6.7340
C  0.8654  3.8745  -4.6240
H  1.1468  4.9257  -4.7073
C  0.6505  3.1534  -3.4376
H  -0.0228  0.4969  -7.0174
C  -1.1686  -2.2220  -1.1316
H  -1.1416  -1.9928  -0.0719
H  -0.3535  -2.8451  -1.5380
H  -2.1652  -2.4363  -1.5244
N  -1.5247  0.0168  -5.3612
N  0.8973  -0.7162  -5.3158
N  -1.7635  -0.1123  -3.9869
N  1.0418  -0.9587  -3.9541
C  -2.6582  -0.2604  -6.0291
C  1.7103  -1.5563  -5.9889
H  -2.6683  -0.2154  -7.1031
H  1.7621  -1.4778  -7.0618
C  -3.6516  -0.5708  -5.1163
C  2.3731  -2.3930  -5.0861
C  -3.0391  -0.4780  -3.8512
C  1.9207  -1.9876  -3.8163
H  -4.6810  -0.8332  -5.3184
H  3.0771  -3.1790  -5.3094
H  -3.4553  -0.6709  -2.8713
H  2.1767  -2.3690  -2.8320
H  -1.9910  0.6805  -0.3452
C  -2.8703  -0.3335  1.4131
Si  -1.6074  -1.0325  2.6185
C  -2.2117  -0.6906  4.3729
C  -1.3960  -2.9063  2.4600
Si  0.4690  0.0379  2.3440
Te  2.2413  0.1006  0.6368
Si  0.3379  2.2107  3.1277
C  0.0814  2.1928  4.9987
C  1.9029  3.2013  2.7523
C  -1.1415  2.9871  2.2550
Si  2.0303  -1.1106  3.6097
C  1.3146  -1.4470  5.3370
C  2.3937  -2.7718  2.7863
C  3.6298  -0.1321  3.8545
H  -3.8353  -0.8124  1.6482
H  -2.6543  -0.5808  0.3566
H  -3.0254  0.7395  1.5589
H  -3.1719  -1.2158  4.4825
H  -1.5348  -1.0652  5.1491
H  -2.3898  0.3755  4.5559
H  -0.9965  -3.2276  1.4921
H  -0.7518  -3.3127  3.2518
H  -2.3957  -3.3523  2.5708
H  0.9296  1.7520  5.5367
H  -0.0083  3.2415  5.3163
H  -0.8285  1.6678  5.3091
H  2.1351  3.1996  1.6811
H  1.7286  4.2395  3.0727
H  2.7856  2.8251  3.2833
H  -1.0606  2.9144  1.1625
H  -2.0956  2.5335  2.5511
H  -1.1661  4.0512  2.5335
H  0.4182  -2.0759  5.3117
H  2.0889  -1.9844  5.9017
H  1.0744  -0.5304  5.8864
H  2.7980  -2.6457  1.7751
H  3.1440  -3.2935  3.3981
H  1.5068  -3.4132  2.7164
H  4.1071  0.1159  2.8995
H  3.4756  0.8031  4.4073
H  4.3297  -0.7563  4.4292

---

A structure of composition C3H2FNaO2, computed with wB97M-V/def2-TZVPD.

Summary:
**Spin multiplicity**: 2
**Energy above the lowest of the compared OMol25 structures with the same formula, charge and spin**: 0.000 eV
**Gap between HOMO and LUMO (spin up / spin down)**: 8.89 / 8.62 eV
**<S²>**: 0.75
**Total charge**: +1

Geometry (Å):
C  -0.4520  -0.0393  1.6068
C  0.4171  -0.1629  0.6199
O  -0.2778  -0.9332  -2.6354
C  -0.2034  -0.9502  -1.4630
H  -0.1041  -0.1146  2.6348
H  -1.4875  0.2089  1.3874
F  1.7060  -0.3887  0.7566
Na  0.3062  2.2405  -2.1865
O  0.0953  0.1396  -0.7206

---

A structure of composition C28H71F6N6O12PdS2, computed with wB97M-V/def2-TZVPD.

Summary:
**Spin multiplicity**: 3
**Gap between HOMO and LUMO (spin up / spin down)**: 7.60 / 5.08 eV
**<S²>**: 2.00
**Total charge**: +1

Geometry (Å):
Pd  -3.2442  -1.3280  0.8461
C  -0.1116  1.5150  1.0658
F  -1.0986  1.9177  1.8868
F  -0.4164  1.9853  -0.1314
F  1.0528  1.9756  1.4508
S  -0.0583  -0.3598  1.1214
O  1.2645  -0.7311  0.7768
O  -0.5353  -0.7357  2.4207
N  -1.2631  -0.8320  0.0524
S  -0.7666  -0.8392  -1.5011
O  -1.9281  -0.6278  -2.3177
O  0.3416  0.0124  -1.7694
C  -0.1726  -2.5688  -1.8451
F  0.4898  -2.6300  -2.9759
F  0.6169  -3.0045  -0.8652
F  -1.2606  -3.3438  -1.9028
C  -0.1798  -4.7473  -5.2690
C  -0.2338  -6.1561  -5.8456
O  -0.4708  -7.1179  -4.8040
H  0.7369  -4.5584  -4.7142
H  -1.0218  -4.5965  -4.5894
H  -0.3085  -4.0270  -6.0805
H  0.6508  -6.4012  -6.4257
H  -1.1217  -6.2101  -6.4835
H  -1.4232  -7.1564  -4.6939
C  1.5276  0.1430  4.6723
C  2.0628  1.5335  4.9926
O  2.0770  1.7635  6.4025
H  1.4664  0.1785  3.5891
H  0.5252  0.0873  5.0982
H  2.1733  -0.5849  5.1536
H  1.4824  2.3150  4.4842
H  3.0890  1.6012  4.6121
H  2.6953  2.4842  6.5525
C  -1.8274  1.2838  6.4617
O  -2.1498  0.7872  5.1754
C  -3.5218  0.8304  4.8380
C  -3.7053  -0.2330  3.7614
N  -3.3483  0.2228  2.3858
C  -4.2119  1.3587  1.9331
C  -3.9147  1.7042  0.4831
O  -4.0885  0.5409  -0.3315
C  -4.7947  0.8254  -1.5273
H  -1.7604  2.3728  6.4882
H  -0.8169  0.9518  6.7154
H  -2.4407  0.7847  7.2174
H  -3.7988  1.8388  4.5136
H  -4.1086  0.5828  5.7292
H  -4.7485  -0.5603  3.7579
H  -3.0415  -1.0505  4.0338
H  -2.5242  0.7847  2.6038
H  -4.0080  2.2584  2.5137
H  -5.2657  1.0808  1.9937
H  -2.9015  2.0682  0.3197
H  -4.6635  2.4493  0.2089
H  -4.7324  0.0798  -2.3185
H  -4.2916  1.6499  -2.0514
H  -5.8209  1.1283  -1.3162
C  -1.3381  5.3481  4.9336
C  -0.6598  5.0643  3.6185
C  -1.6521  5.3211  2.4871
O  -1.0537  5.2369  1.2228
C  -1.9509  5.2662  0.1550
N  0.5738  5.8729  3.3791
H  -0.7329  5.0760  5.7992
H  -2.2682  4.7849  5.0728
H  -1.6029  6.4037  5.0133
H  -0.4198  3.9950  3.5471
H  -2.1619  6.2831  2.6388
H  -2.4384  4.5503  2.5699
H  -2.6832  4.4483  0.2812
H  -1.4386  5.0434  -0.7773
H  -2.5580  6.1725  0.0690
H  0.4626  6.0661  2.3828
H  1.3718  5.2442  3.3544
C  5.7435  -3.5103  -3.4074
C  4.2515  -3.7845  -3.5054
C  3.4805  -2.4873  -3.7287
O  3.8986  -1.9214  -4.9727
C  3.4073  -0.6132  -5.1736
N  3.9096  -4.8076  -4.5126
H  6.0031  -2.9240  -4.2949
H  6.2964  -4.4479  -3.4093
H  6.0627  -2.8682  -2.5875
H  3.9413  -4.2177  -2.5469
H  3.6565  -1.7643  -2.9270
H  2.4393  -2.7587  -3.9098
H  4.1442  -0.0997  -5.7920
H  3.3133  -0.0748  -4.2257
H  2.4481  -0.6081  -5.7012
H  4.5592  -4.7397  -5.2928
H  3.0405  -4.4838  -4.9298
C  4.9313  4.1108  -4.3996
C  4.4412  3.7061  -3.0270
C  5.1610  2.4230  -2.5708
O  5.1605  2.2726  -1.1600
C  3.9523  1.7342  -0.6564
N  4.7201  4.8200  -2.1178
H  4.3246  4.8963  -4.8442
H  4.8281  3.3208  -5.1625
H  6.0197  4.1999  -4.4171
H  3.3808  3.4299  -3.0257
H  6.2141  2.4796  -2.8765
H  4.8415  1.4711  -3.0131
H  3.3713  1.2946  -1.4702
H  3.3091  2.5345  -0.2535
H  4.1481  1.1033  0.2087
H  4.8460  4.4542  -1.1779
H  5.6434  5.1653  -2.3657
C  -1.8069  -5.3228  1.9975
C  -2.0332  -4.0983  1.0975
C  -3.2672  -4.2824  0.2629
O  -3.5666  -3.1290  -0.5186
C  -4.4785  -3.4457  -1.5800
N  -2.2438  -2.9343  1.9938
H  -1.6379  -6.2747  1.4983
H  -2.5975  -5.4247  2.7476
H  -0.9086  -5.1314  2.5912
H  -1.0921  -3.9910  0.5658
H  -4.1104  -4.5397  0.9243
H  -3.1742  -5.1956  -0.3335
H  -4.9927  -2.5302  -1.8659
H  -5.2821  -4.1309  -1.3008
H  -3.8747  -3.8494  -2.3905
H  -2.9516  -3.2467  2.6622
H  -1.4728  -2.6509  2.5950

---

The molecule C4H9N3O2, computed with wB97M-V/def2-TZVPD.

Summary:
**Energy above the lowest of the compared OMol25 structures with the same formula, charge and spin**: 3.873 eV
**Gap between HOMO and LUMO**: 9.04 eV
**SMILES**: C[C@H]1CNN/C(=N/O)O1
**Total charge**: 0

Geometry (Å):
C  -0.8057  1.8103  -0.8420
C  -1.0128  1.0252  0.4808
C  -1.9686  -0.1119  0.3499
C  0.7661  -0.5946  0.1226
H  -0.5327  1.1237  -1.6552
H  -1.7143  2.3682  -1.0567
H  0.0398  2.4966  -0.7015
H  -1.3131  1.6148  1.3736
H  -2.1448  -0.4837  1.4164
H  -2.9329  0.2765  -0.0472
H  -2.1064  -1.9794  -0.4578
H  0.1612  -2.3539  -0.6424
H  2.1376  1.2355  0.0383
N  -1.4462  -1.1874  -0.5306
N  -0.1873  -1.6451  -0.0051
N  1.9845  -0.6683  -0.3025
O  0.2918  0.4472  0.8502
O  2.7175  0.4819  0.0163

---

The molecule C3H8N2O2S, computed with wB97M-V/def2-TZVPD.

Summary:
**Energy above the lowest of the compared OMol25 structures with the same formula, charge and spin**: 1.973 eV
**Gap between HOMO and LUMO**: 10.14 eV
**SMILES**: CC(=O)N[S@@](C)(=N)=O
**Total charge**: 0

Geometry (Å):
C  1.1139  -0.0884  -0.9471
C  2.1243  1.0435  -1.3519
C  -2.0014  0.0710  1.6938
N  -1.6534  -1.5655  -0.3833
N  0.2395  0.3392  0.0622
O  1.2749  -1.1456  -1.4187
O  0.0571  -1.6326  1.5788
S  -0.7889  -0.9028  0.6933
H  3.1551  0.9816  -0.9685
H  1.7665  2.0502  -1.2018
H  2.4125  1.0183  -2.3927
H  -2.9175  -0.5530  1.6888
H  -1.6225  0.3598  2.7426
H  -2.0436  0.9816  1.0897
H  -1.0368  -2.1653  -0.9062
H  -0.0798  1.2077  0.0210

---

A structure of composition C28H20N5O2S5Y, computed with wB97M-V/def2-TZVPD.

Summary:
**Energy above the lowest of the compared OMol25 structures with the same formula, charge and spin**: 0.419 eV
**Gap between HOMO and LUMO**: 7.18 eV
**Total charge**: 0

Geometry (Å):
Y  1.1662  0.4054  -0.1229
C  4.4067  -3.1509  2.2726
S  2.8135  -2.7150  3.0122
C  2.4775  -1.1272  2.3595
S  3.5363  -0.3640  1.2336
N  1.4219  -0.5553  2.8936
N  1.0224  0.5577  2.2629
C  0.4572  1.5151  2.8934
C  0.1514  2.7254  2.1417
C  -0.5679  3.7698  2.7185
C  -0.8488  4.8915  1.9637
C  -0.3847  4.9545  0.6569
C  0.3475  3.8876  0.1667
N  0.6142  2.7958  0.8801
H  4.6892  -4.1052  2.7143
H  4.3026  -3.2434  1.1959
H  5.1409  -2.3885  2.5127
H  0.2575  1.4721  3.9614
H  -0.9133  3.6723  3.7391
H  -1.4250  5.7040  2.3864
H  -0.5811  5.8112  0.0282
H  0.7386  3.8964  -0.8449
S  -2.6085  2.6704  -1.9794
C  -3.1672  2.3922  -0.3609
C  -4.2871  2.9168  0.2725
C  -4.5343  2.5256  1.5745
C  -3.6987  1.6081  2.2160
C  -2.5816  1.0930  1.5896
C  -2.2899  1.5120  0.2916
N  -1.2080  1.1157  -0.4787
C  -1.2503  1.6127  -1.6806
C  -0.2008  1.4475  -2.6859
C  -0.5247  1.5572  -4.0397
C  0.4697  1.4762  -4.9947
C  1.7863  1.3143  -4.5876
C  2.0926  1.1942  -3.2394
C  1.1239  1.2366  -2.2294
H  -4.9403  3.6053  -0.2473
H  -5.3947  2.9252  2.0959
H  -3.9443  1.2796  3.2180
H  -1.9624  0.3446  2.0627
H  -1.5618  1.6764  -4.3360
H  0.2215  1.5308  -6.0465
H  2.5776  1.2695  -5.3267
H  3.1338  1.0392  -2.9702
O  0.2594  -1.9398  -2.7518
S  0.8456  -2.2089  -1.4722
O  2.1807  -1.6514  -1.2676
N  -0.0523  -1.6134  -0.2366
C  -0.6896  -2.6021  0.4293
S  -1.7225  -2.3709  1.6903
C  -0.2773  -3.9550  -0.0317
C  -0.6957  -5.1804  0.4591
C  -0.1282  -6.3324  -0.0673
C  0.8471  -6.2683  -1.0577
C  1.2609  -5.0441  -1.5665
C  0.6784  -3.9130  -1.0380
H  -1.4417  -5.2163  1.2412
H  -0.4443  -7.2992  0.3021
H  1.2892  -7.1794  -1.4386
H  2.0172  -4.9774  -2.3375

---

Which value of total charge does entry 4 give?
0